# 1
Entry from the OMol25 dataset: C16H19BrN3O4PdSe2 as an isolated structure (ωB97M-V/def2-TZVPD).

Output
Charge = -1
Relative energy (zero: lowest compared OMol25 entry of this formula, charge and spin) = 0.0 kcal/mol
Energy = -8591.11166 a.u.
E_LUMO = 2.52 eV
Highest occupied orbital energy = -4.596 eV

Last column: natural (NBO) charge in e.
Positions of all 46 atoms, in Å:
1 Pd 2.586 1.184 0.042  0.615
2 O 3.214 -0.823 -0.244  -0.493
3 N 2.676 -1.384 -1.240  0.159
4 N 1.838 -0.677 -1.893  0.096
5 O 1.510 0.579 -1.597  -0.621
6 C 1.194 -1.255 -3.027  0.186
7 C 1.303 -2.615 -3.301  -0.245
8 C 0.646 -3.131 -4.404  -0.206
9 C -0.116 -2.310 -5.227  -0.229
10 C -0.216 -0.958 -4.938  -0.203
11 C 0.438 -0.421 -3.838  -0.254
12 H 1.891 -3.246 -2.654  0.241
13 H 0.726 -4.189 -4.619  0.210
14 H -0.630 -2.725 -6.085  0.208
15 H -0.806 -0.308 -5.572  0.213
16 H 0.372 0.628 -3.591  0.260
17 O -0.518 5.592 3.550  -0.738
18 C -0.169 4.226 3.698  -0.054
19 C 0.020 3.491 2.362  -0.161
20 C -1.157 3.818 1.418  -0.079
21 O -2.389 4.098 2.095  -0.767
22 C 0.137 1.993 2.653  -0.569
23 Se -1.520 1.081 3.155  0.302
24 C 1.326 3.983 1.727  -0.569
25 Se 1.684 3.388 -0.109  -0.157
26 H -1.402 5.581 3.160  0.483
27 H -0.927 3.708 4.299  0.156
28 H 0.771 4.196 4.255  0.182
29 H -1.291 3.014 0.691  0.190
30 H -0.923 4.721 0.853  0.192
31 H -2.663 3.277 2.528  0.479
32 H 0.838 1.821 3.471  0.241
33 H 0.554 1.469 1.796  0.251
34 H 2.181 3.699 2.338  0.243
35 H 1.289 5.073 1.681  0.224
36 Br 3.943 1.660 1.977  -0.565
37 C -1.976 0.133 1.556  0.033
38 C -1.224 0.125 0.385  -0.237
39 C -1.651 -0.691 -0.647  -0.158
40 C -2.806 -1.443 -0.497  -0.289
41 C -3.493 -1.339 0.701  0.039
42 N -3.091 -0.576 1.713  -0.465
43 H -0.325 0.714 0.258  0.241
44 H -1.075 -0.735 -1.563  0.219
45 H -3.163 -2.093 -1.284  0.213
46 H -4.406 -1.902 0.867  0.183

=====

# 2
Entry from the OMol25 dataset: C5H10N2 in the gas phase (ωB97M-V/def2-TZVPD).

Output
Relative energy (zero: lowest compared OMol25 entry of this formula, charge and spin) = 76.5 kcal/mol
Energy = -305.90190 a.u.
E_LUMO = 0.87 eV
Highest occupied orbital energy = -8.493 eV

Last column: natural (NBO) charge in e.
Positions of all 17 atoms, in Å:
1 C -1.987 -0.053 0.099  -0.631
2 C -1.058 -0.161 -1.089  -0.077
3 N -0.088 0.889 -1.422  -0.578
4 C 0.400 -0.432 -1.041  -0.096
5 C 1.259 -0.665 0.193  -0.253
6 C 1.729 1.208 1.806  -0.082
7 N 1.000 0.223 1.330  -0.568
8 H -2.896 0.484 -0.192  0.225
9 H -1.551 0.501 0.935  0.201
10 H -2.290 -1.044 0.456  0.218
11 H -1.566 -0.541 -1.976  0.196
12 H 0.007 1.524 -0.629  0.350
13 H 0.804 -0.992 -1.886  0.203
14 H 1.163 -1.708 0.520  0.208
15 H 2.634 1.241 1.156  0.085
16 H 2.306 -0.498 -0.082  0.214
17 H 0.136 0.024 1.824  0.383

=====

# 3
Entry from the OMol25 dataset: an isolated ion of composition C2H3O3 and charge +1 (ωB97M-V/def2-TZVPD).

Output
Charge = +1
Relative energy (zero: lowest compared OMol25 entry of this formula, charge and spin) = 189.3 kcal/mol
Energy = -303.11073 a.u.
E_LUMO (spin up / spin down) = -9.08 / -6.48 eV
Highest occupied orbital energy (spin up / spin down) = -16.611 / -17.256 eV

Last column: natural (NBO) charge in e.
Positions of all 8 atoms, in Å:
1 C -1.479 -0.322 0.131  -0.104
2 C -0.303 0.365 -0.045  0.212
3 O 2.942 -0.151 0.081  0.050
4 O 0.770 -0.318 0.383  -0.087
5 O 1.891 0.403 -0.018  0.169
6 H -2.256 -0.109 -0.559  0.246
7 H -1.541 -1.228 0.591  0.238
8 H -0.023 1.361 -0.564  0.277

=====

# 4
Entry from the OMol25 dataset: a 2-piece molecular cluster, C3H4F2 overall (ωB97M-V/def2-TZVPD).

Output
Relative energy (zero: lowest compared OMol25 entry of this formula, charge and spin) = 113.4 kcal/mol
Energy = -316.23518 a.u.
E_LUMO (spin up / spin down) = -1.74 / -1.81 eV
Highest occupied orbital energy (spin up / spin down) = -10.146 / -9.952 eV

Last column: natural (NBO) charge in e.
Positions of all 9 atoms, in Å:
1 C 0.436 -0.142 -0.775  -0.520
2 C 0.539 0.026 0.768  -0.497
3 C -0.544 0.483 0.006  0.800
4 F -1.335 1.541 -0.142  -0.237
5 F -2.219 -1.282 0.282  -0.680
6 H 1.071 0.413 -1.406  0.254
7 H 0.350 -1.069 -1.422  0.305
8 H 0.493 -0.849 1.565  0.316
9 H 1.209 0.878 1.123  0.259

=====

# 5
Entry from the OMol25 dataset: C3H4N2S in the gas phase (ωB97M-V/def2-TZVPD).

Output
Structure (SMILES) = N#CN[C@H]1CS1
Relative energy (zero: lowest compared OMol25 entry of this formula, charge and spin) = 40.0 kcal/mol
Energy = -624.36198 a.u.
E_LUMO = 0.56 eV
Highest occupied orbital energy = -9.200 eV

Last column: natural (NBO) charge in e.
Positions of all 10 atoms, in Å:
1 N -0.363 -2.520 0.195  -0.346
2 C -0.082 -1.536 0.725  0.407
3 N 0.191 -0.305 1.195  -0.648
4 C 0.003 0.756 0.262  -0.151
5 C 0.346 0.500 -1.159  -0.506
6 S -1.411 0.616 -0.817  0.108
7 H -0.177 -0.086 2.114  0.416
8 H 0.051 1.757 0.667  0.241
9 H 0.683 1.297 -1.804  0.238
10 H 0.760 -0.478 -1.378  0.241

=====

# 6
Entry from the OMol25 dataset: C22H20Br4CrN4O5P as an isolated structure (ωB97M-V/def2-TZVPD).

Output
Relative energy (zero: lowest compared OMol25 entry of this formula, charge and spin) = 0.0 kcal/mol
Energy = -13127.66166 a.u.
E_LUMO (spin up / spin down) = -0.66 / -0.58 eV
Spin multiplicity = 2
Highest occupied orbital energy (spin up / spin down) = -7.924 / -7.976 eV

Last column: natural (NBO) charge in e.
Positions of all 57 atoms, in Å:
1 Cr -0.552 -0.217 -0.858  1.094
2 N -0.109 1.536 -1.895  -0.606
3 N -1.194 1.733 -2.772  -0.503
4 C -2.218 0.793 -2.755  0.877
5 O -3.264 0.984 -3.322  -0.622
6 O -1.899 -0.320 -2.100  -0.661
7 H -0.016 2.253 -1.160  0.447
8 H 0.755 1.533 -2.428  0.376
9 H -1.458 2.680 -2.995  0.395
10 Br -3.406 2.474 2.258  0.069
11 C -3.223 0.606 2.085  -0.166
12 C -4.042 -0.221 2.878  -0.225
13 C -3.956 -1.579 2.800  -0.111
14 Br -5.072 -2.646 3.894  0.061
15 C -3.038 -2.189 1.907  -0.038
16 C -2.856 -3.578 1.738  -0.121
17 C -1.932 -4.042 0.842  -0.260
18 C -1.184 -3.121 0.092  0.102
19 N -1.336 -1.825 0.225  -0.406
20 C -2.239 -1.341 1.118  0.092
21 C -2.305 0.088 1.195  0.378
22 O -1.503 0.805 0.449  -0.669
23 H -4.745 0.242 3.557  0.243
24 H -3.453 -4.263 2.323  0.235
25 H -1.774 -5.101 0.697  0.230
26 H -0.451 -3.452 -0.634  0.207
27 Br 3.870 -0.191 1.613  0.068
28 C 3.423 -1.023 -0.017  -0.188
29 C 4.409 -1.755 -0.702  -0.217
30 C 4.140 -2.378 -1.888  -0.122
31 Br 5.509 -3.349 -2.763  0.058
32 C 2.847 -2.299 -2.463  -0.037
33 C 2.432 -2.888 -3.678  -0.136
34 C 1.144 -2.720 -4.106  -0.256
35 C 0.245 -1.963 -3.332  0.078
36 N 0.603 -1.406 -2.199  -0.422
37 C 1.880 -1.563 -1.758  0.069
38 C 2.138 -0.906 -0.515  0.392
39 O 1.153 -0.257 0.029  -0.669
40 H 5.399 -1.818 -0.271  0.243
41 H 3.140 -3.465 -4.258  0.235
42 H 0.801 -3.159 -5.032  0.231
43 H -0.783 -1.810 -3.636  0.234
44 C -0.202 4.792 1.844  -1.015
45 P 1.000 3.513 1.428  1.964
46 C 2.596 4.137 1.997  -1.011
47 C 0.628 2.109 2.487  -1.031
48 O 1.024 3.194 -0.030  -1.146
49 H -0.317 4.895 2.923  0.240
50 H -1.161 4.511 1.409  0.259
51 H 0.117 5.745 1.419  0.245
52 H 2.559 4.426 3.048  0.237
53 H 2.885 4.999 1.396  0.248
54 H 3.343 3.354 1.864  0.254
55 H 0.725 2.372 3.541  0.235
56 H 1.312 1.298 2.235  0.271
57 H -0.387 1.775 2.277  0.267

=====

# 7
Entry from the OMol25 dataset: C11H7ClN4O4S in the gas phase (ωB97M-V/def2-TZVPD).

Output
Structure (SMILES) = N/C(=N/OC(=O)c1ccccc1Cl)c1ncc([N+](=O)[O-])s1
Relative energy (zero: lowest compared OMol25 entry of this formula, charge and spin) = 0.0 kcal/mol
Energy = -1801.61971 a.u.
E_LUMO = -1.30 eV
Highest occupied orbital energy = -9.431 eV

Last column: natural (NBO) charge in e.
Positions of all 28 atoms, in Å:
1 N 0.687 -2.542 -0.877  -0.781
2 C 0.850 -1.223 -0.659  0.359
3 N -0.164 -0.434 -0.768  -0.210
4 O 0.153 0.923 -0.603  -0.395
5 C -0.888 1.742 -0.318  0.794
6 O -0.705 2.924 -0.308  -0.527
7 C -2.201 1.085 -0.045  -0.187
8 C -3.287 1.407 -0.851  -0.151
9 C -4.523 0.833 -0.621  -0.214
10 C -4.687 -0.058 0.428  -0.184
11 C -3.622 -0.369 1.254  -0.234
12 C -2.382 0.203 1.016  0.011
13 Cl -1.073 -0.151 2.089  0.015
14 C 2.208 -0.804 -0.325  -0.023
15 N 3.165 -1.679 -0.154  -0.435
16 C 4.319 -1.096 0.166  0.018
17 C 4.253 0.279 0.246  -0.207
18 N 5.302 1.171 0.562  0.512
19 O 6.392 0.686 0.782  -0.367
20 O 5.034 2.353 0.587  -0.366
21 S 2.657 0.851 -0.096  0.602
22 H 1.454 -3.149 -0.644  0.422
23 H -0.244 -2.903 -0.980  0.411
24 H -3.144 2.108 -1.659  0.229
25 H -5.359 1.083 -1.256  0.221
26 H -5.651 -0.507 0.612  0.221
27 H -3.746 -1.046 2.084  0.230
28 H 5.200 -1.687 0.338  0.237

=====

# 8
Entry from the OMol25 dataset: C16H14BBrO2Ru as an isolated structure (ωB97M-V/def2-TZVPD).

Output
Relative energy (zero: lowest compared OMol25 entry of this formula, charge and spin) = 0.0 kcal/mol
Energy = -3462.26850 a.u.
E_LUMO (spin up / spin down) = 0.43 / -1.81 eV
Spin multiplicity = 5
Highest occupied orbital energy (spin up / spin down) = -8.202 / -8.149 eV

Last column: natural (NBO) charge in e.
Positions of all 35 atoms, in Å:
1 C -1.033 -1.410 -2.985  -0.290
2 C -1.772 -2.538 -2.437  -0.318
3 C -2.681 -2.020 -1.442  -0.348
4 H -1.716 -3.567 -2.780  0.251
5 C -2.484 -0.586 -1.390  -0.325
6 C -1.567 -0.219 -2.408  -0.258
7 H -1.274 0.803 -2.655  0.246
8 H -0.214 -1.474 -3.692  0.249
9 H -3.364 -2.582 -0.810  0.257
10 H -3.047 0.089 -0.741  0.260
11 Ru -0.650 -1.689 -0.532  0.656
12 Br 1.376 -2.370 0.546  -0.308
13 C 3.239 1.112 -1.758  -0.172
14 C 2.280 1.826 -2.546  -0.348
15 C 2.036 1.050 -3.741  -0.064
16 H 1.658 2.682 -2.221  0.222
17 C 2.898 -0.098 -3.700  -0.367
18 C 3.647 -0.044 -2.492  -0.140
19 H 4.455 -0.724 -2.222  0.218
20 H 3.492 1.335 -0.707  0.225
21 H 1.436 1.350 -4.584  0.206
22 H 2.849 -0.943 -4.380  0.219
23 O -1.805 -0.567 2.073  -0.691
24 B -0.708 -0.526 1.144  0.867
25 O 0.303 0.387 1.632  -0.665
26 C -0.169 0.818 2.827  0.221
27 C 0.533 1.455 3.829  -0.251
28 C -0.050 1.556 5.103  -0.221
29 C -1.332 1.055 5.337  -0.219
30 C -2.073 0.440 4.317  -0.273
31 C -1.457 0.285 3.084  0.278
32 H 1.535 1.858 3.619  0.225
33 H 0.503 2.031 5.915  0.217
34 H -1.766 1.135 6.329  0.215
35 H -3.080 0.088 4.468  0.223